Model w:
{
  "formula": "H4N3O3",
  "method": "ωB97M-V/def2-TZVPD",
  "symbols": ["N", "O", "N", "O", "O", "N", "H", "H", "H", "H"],
  "xyz": [[-2.1088, -0.1209, 0.0984], [-0.6807, -0.2310, 0.2395], [0.0564, 0.7513, -0.0425], [-0.3733, 1.8213, -0.1206], [1.6236, 0.4602, 0.3062], [2.1515, -0.5597, -0.2657], [-2.5353, -0.9490, 0.4611], [-2.4580, 0.7233, 0.3057], [1.6901, -1.3963, 0.1179], [2.6345, -0.4991, -1.1000]],
  "nbo_charge": [-0.467, -0.123, 0.606, -0.180, -0.116, -0.308, 0.414, 0.386, 0.389, 0.399],
  "total_charge": 1,
  "smiles": "NO[N+](=O)ON",
  "molar_mass_g_mol": 94.05
}


Model x:
{
  "formula": "H4N3O3",
  "method": "ωB97M-V/def2-TZVPD",
  "symbols": ["N", "N", "N", "O", "O", "O", "H", "H", "H", "H"],
  "xyz": [[-2.1812, -0.1417, 1.1278], [2.1060, 0.1249, -0.8114], [-0.1794, -0.2273, -0.0680], [0.2958, 0.7877, 0.3392], [-1.2080, -0.7232, 0.3486], [1.4103, -0.7146, -1.3205], [-3.0991, -0.5866, 1.0784], [-2.3811, 0.7672, 0.8716], [2.2554, 0.9319, -1.4168], [2.9813, -0.2183, -0.1491]],
  "nbo_charge": [-0.492, -0.081, 0.444, -0.296, -0.068, -0.108, 0.407, 0.369, 0.404, 0.421],
  "total_charge": 1,
  "molar_mass_g_mol": 94.05
}


Verdict on stability: model x comes out on top.


Model w:
{
  "formula": "C7H16N",
  "method": "ωB97M-V/def2-TZVPD",
  "symbols": ["C", "C", "C", "C", "H", "H", "H", "H", "H", "H", "H", "H", "C", "C", "C", "N", "H", "H", "H", "H", "H", "H", "H", "H"],
  "xyz": [[-0.0885, 1.8112, -1.0985], [-0.6729, 0.7805, -1.6751], [0.0120, -0.3337, -2.3738], [-0.8372, 2.9421, -0.4277], [0.9932, 1.9002, -1.0431], [-1.7539, 0.7671, -1.7085], [-0.4047, -1.2906, -2.0499], [-0.1167, -0.2792, -3.4512], [1.0884, -0.3454, -2.1602], [-1.8929, 2.8982, -0.6541], [-0.4475, 3.9041, -0.7454], [-0.7062, 2.8980, 0.6551], [-0.2082, -1.4816, 2.6388], [0.4000, -1.5021, 1.2754], [0.4228, -2.4948, 0.4331], [1.0176, -0.2123, 0.8890], [-0.4880, -2.4883, 2.9178], [0.4774, -1.1143, 3.4045], [-1.1025, -0.8553, 2.6601], [0.8617, -2.4308, -0.5503], [-0.0229, -3.4263, 0.7390], [1.8384, 0.0016, 1.4670], [0.3405, 0.5545, 0.9578], [1.2903, -0.2027, -0.1000]],
  "nbo_charge": [-0.223, -0.193, -0.650, -0.640, 0.180, 0.214, 0.219, 0.258, 0.183, 0.228, 0.238, 0.202, -0.668, 0.133, -0.344, -0.701, 0.261, 0.235, 0.242, 0.223, 0.245, 0.443, 0.458, 0.457],
  "total_charge": 1,
  "molar_mass_g_mol": 114.21
}


Model x:
{
  "formula": "C7H16N",
  "method": "ωB97M-V/def2-TZVPD",
  "symbols": ["C", "C", "C", "C", "C", "C", "C", "N", "H", "H", "H", "H", "H", "H", "H", "H", "H", "H", "H", "H", "H", "H", "H", "H"],
  "xyz": [[-0.5418, -2.2609, -1.2167], [0.6608, -1.3180, -1.4667], [0.6303, 0.0107, -1.1608], [1.7920, 0.9127, -1.5224], [-0.4081, 0.6817, -0.3451], [-0.1392, 0.4007, 1.1527], [0.1828, 1.4888, 2.0658], [-1.5884, -0.1801, 1.4518], [-1.3757, -1.7482, -0.9563], [-0.2056, -2.9728, -0.4451], [-0.7502, -2.9833, -2.0329], [1.4873, -1.6802, -2.1087], [1.5304, 1.7832, -2.0581], [2.4491, 1.2800, -0.8163], [2.5981, 0.3502, -2.0745], [-1.3915, 0.4993, -0.6742], [-0.4244, 1.8343, -0.4303], [0.6077, -0.3645, 1.2451], [-0.4626, 2.2695, 2.2585], [1.1512, 1.9142, 1.8040], [0.1514, 1.0076, 3.0707], [-1.9792, -0.1369, 2.3815], [-2.2682, 0.3069, 0.7944], [-1.7061, -1.0948, 1.0839]],
  "nbo_charge": [-0.660, -0.156, -0.025, -0.654, -0.474, 0.015, -0.653, -0.695, 0.173, 0.226, 0.256, 0.231, 0.227, 0.224, 0.232, 0.204, 0.245, 0.244, 0.237, 0.267, 0.226, 0.436, 0.439, 0.437],
  "total_charge": 1,
  "smiles": "C/C=C(/C)C[C@@H](C)[NH3+]",
  "molar_mass_g_mol": 114.21
}


Verdict on stability: model w comes out on top.


Model w:
{
  "formula": "C2H8NO2P",
  "method": "ωB97M-V/def2-TZVPD",
  "symbols": ["C", "C", "N", "O", "O", "P", "H", "H", "H", "H", "H", "H", "H", "H"],
  "xyz": [[-0.2842, -1.5405, -0.1892], [-0.1855, 0.6048, 1.8334], [0.2922, -1.6414, -1.4026], [-1.1808, 0.7966, -0.9111], [1.2042, 1.4510, -0.3534], [-0.3621, 1.2730, 0.1771], [0.2532, -1.9286, 0.6423], [-1.3877, -1.5257, -0.1164], [0.7975, 0.4535, 2.0685], [-0.9377, 0.4428, 2.5033], [1.2953, -1.9309, -1.2514], [1.3175, 1.8030, -1.1714], [-0.0055, -0.8946, -2.0235], [-0.8164, 2.6370, 0.1943]],
  "nbo_charge": [-0.028, -0.950, -0.757, -1.159, -1.009, 1.900, 0.191, 0.219, 0.211, 0.213, 0.399, 0.490, 0.436, -0.157],
  "total_charge": 0,
  "molar_mass_g_mol": 109.06
}


Model x:
{
  "formula": "C2H8NO2P",
  "method": "ωB97M-V/def2-TZVPD",
  "symbols": ["C", "C", "N", "O", "O", "P", "H", "H", "H", "H", "H", "H", "H", "H"],
  "xyz": [[-1.8276, 0.9275, -0.0910], [1.1722, -1.9073, -0.0501], [-1.1582, 0.1424, 0.8940], [1.4095, 1.9123, -0.5370], [1.6201, -0.5825, -0.3275], [1.5872, 0.7839, 0.6120], [-2.9702, 0.6178, -0.0693], [-1.9394, 1.9971, -0.0132], [-1.2801, 0.6617, -0.9767], [0.1158, -1.8376, -0.2216], [1.2658, -2.3132, 1.0617], [1.6161, -2.5037, -0.7446], [-1.4662, 0.3924, 1.8452], [1.8550, 1.7092, -1.3819]],
  "nbo_charge": [-0.466, -0.233, -0.631, -1.011, -0.850, 1.233, 0.194, 0.185, 0.193, 0.207, 0.175, 0.182, 0.313, 0.509],
  "total_charge": 0,
  "molar_mass_g_mol": 109.06
}


Verdict on stability: model w comes out on top.


Model w:
{
  "formula": "CHN2O2P",
  "method": "ωB97M-V/def2-TZVPD",
  "symbols": ["C", "N", "N", "O", "O", "P", "H"],
  "xyz": [[0.1326, 1.6459, -0.2074], [-0.0474, 2.7189, 0.2537], [-0.1501, -1.0164, -0.6331], [0.2039, -0.2243, 1.1914], [-0.2293, -2.1601, -0.3298], [-0.3414, 0.2639, -1.5238], [0.4317, -1.2278, 1.2491]],
  "nbo_charge": [-0.019, -0.294, -0.068, -0.709, -0.251, 0.899, 0.442],
  "total_charge": 0,
  "molar_mass_g_mol": 104.00
}


Model x:
{
  "formula": "CHN2O2P",
  "method": "ωB97M-V/def2-TZVPD",
  "symbols": ["C", "N", "N", "O", "O", "P", "H"],
  "xyz": [[1.0108, -0.5330, 0.5043], [-0.0631, -0.9572, 0.5128], [-2.0120, 0.6450, -0.3194], [-2.7695, -0.2171, -0.2053], [-1.8333, 1.6397, -0.8953], [2.5867, 0.1245, 0.7647], [3.0803, -0.7019, -0.3619]],
  "nbo_charge": [-0.147, -0.282, 0.553, -0.256, -0.288, 0.434, -0.014],
  "total_charge": 0,
  "molar_mass_g_mol": 104.00
}


Verdict on stability: model x comes out on top.